Entry 1:
This record from OMol25 describes C34H40AsBiN5S as an isolated structure. The level of theory is ωB97M-V/def2-TZVPD.

Geometry (Å):
Bi -0.8782 2.2328 -1.3125
As 0.4770 -0.4779 0.2821
S 1.6405 2.5163 -0.9712
N -2.5415 2.3821 0.4615
N -0.5883 4.0718 0.1786
N -0.8938 0.1701 -0.8426
N 2.7654 4.7970 -0.2152
N 0.5423 4.7690 0.1309
C 4.1010 4.3136 -0.5473
C 0.3528 -4.0607 -0.2158
C -1.2712 -4.2433 1.5974
C -3.3750 1.4025 0.8018
C -3.8386 -0.8029 -2.9228
C -1.6593 4.5869 0.6825
C 5.4302 -3.0630 -2.6342
C -3.5712 -2.1371 -3.1736
C -2.0307 -2.4642 2.9625
C -0.4755 -3.3747 0.8471
C -4.7896 2.9397 1.9388
C 2.1681 -1.1381 -2.1880
C 1.2706 -0.3805 -3.1367
C 1.6157 4.1349 -0.3014
C 5.1037 4.7888 0.4941
C 3.3011 -1.7191 -2.7508
C -1.5281 -1.9296 -1.9177
C 1.9455 -1.2613 -0.8044
C -2.9103 -4.7753 3.4353
C -1.7488 6.0057 1.1344
C -2.4021 -2.6905 -2.6716
C 2.9375 -1.8763 -0.0199
C 4.0559 -2.4357 -0.6210
C -0.4869 -2.0038 1.1439
C -2.7530 3.6380 0.8944
C -2.9664 -0.0364 -2.1629
C -4.5059 1.6350 1.5643
C -1.2610 -1.5660 2.2425
C -2.0638 -3.8181 2.6456
C -1.7943 -0.5888 -1.6206
C 2.8261 -2.0164 1.4816
C -1.2359 -0.1340 2.7357
C 4.2460 -2.3955 -1.9939
C -3.9061 3.9529 1.6041
H -3.9703 -4.5661 3.2808
H 4.7897 4.4823 1.4921
H -1.7192 6.0677 2.2246
H -2.7080 -4.6778 4.5025
H -2.7210 -5.8056 3.1395
H 2.7006 5.7148 0.2023
H -4.1026 4.9710 1.9080
H 5.4907 -2.8204 -3.6938
H 5.3514 -4.1472 -2.5383
H -2.0112 0.0136 3.4867
H 3.7855 -1.7879 1.9449
H 1.0238 -3.3982 -0.7458
H -0.9067 6.5622 0.7350
H -2.6086 -2.1078 3.8087
H 2.5648 -3.0419 1.7512
H 0.2573 -0.7727 -3.1596
H -5.6846 3.1621 2.5039
H 1.2378 0.6779 -2.8675
H -1.2532 -5.2979 1.3423
H -1.3886 0.5897 1.9362
H 5.1935 5.8759 0.4765
H -0.6017 -2.3570 -1.5730
H -3.2149 1.0071 -2.0022
H -3.1179 0.4077 0.4660
H -4.7383 -0.3501 -3.3194
H -4.2526 -2.7326 -3.7652
H 4.3849 4.6813 -1.5365
H -0.2717 0.0821 3.2007
H 3.4508 -1.6367 -3.8216
H -2.1525 -3.7220 -2.8870
H -5.1426 0.8099 1.8488
H 6.3592 -2.7576 -2.1517
H 2.0740 -1.3568 1.9122
H 4.0725 3.2268 -0.5916
H -2.6798 6.4580 0.7920
H 0.9540 -4.8416 0.2531
H 1.6707 -0.4400 -4.1473
H -0.2985 -4.5568 -0.9390
H 6.0831 4.3604 0.2909
H 4.7962 -2.9239 0.0050

Calculated values
- net charge = +1
- spin multiplicity = 1

Entry 2:
This record from OMol25 describes C34H40BrFeGeN3O4P as an isolated structure at a distorted geometry. The level of theory is ωB97M-V/def2-TZVPD.

Geometry (Å):
Br -1.3168 -5.1897 1.1973
Ge 0.3575 3.4432 -1.8598
Fe 0.4906 -3.8078 2.0031
P 0.7471 -2.7992 -4.0967
O 1.4137 -2.3116 -2.5777
O 3.4177 -1.0685 4.5182
O 2.0897 -1.2939 2.4651
O 3.3022 -3.7234 -2.4508
N -0.5784 -2.2262 2.1663
N -0.1193 -1.4625 3.2107
N 2.4185 -4.3613 1.7579
C 0.4704 0.8989 5.0744
C -7.2218 -2.3251 0.8041
C -0.7784 -1.7115 -4.1762
C 2.6129 -0.0540 6.5155
C 0.5344 5.0329 2.1160
C -0.2589 5.3266 -4.1021
C 1.0316 -0.5621 3.0686
C 2.0144 4.6956 -3.8968
C 0.6096 4.7250 -0.2669
C 0.3812 4.2426 1.0286
C -4.8518 -2.7997 0.8277
C -7.0119 -0.9378 0.5066
C 1.2452 5.9381 -0.3824
C 2.2877 5.2465 -5.1548
C 0.7064 4.6724 -3.3861
C 1.7258 0.8077 7.1276
C -3.8512 -3.7547 1.2535
C -5.7337 -0.5134 0.2199
C -4.6216 -1.4486 0.3740
C 1.1354 6.2927 1.9939
C 2.4093 -3.1189 -1.8808
C 0.5780 1.2425 6.4288
C 1.2023 5.6716 -5.9794
C 2.0340 -2.3179 -5.3506
C -1.9030 -2.3785 1.9629
C -0.0206 5.7972 -5.3805
C -2.4838 -3.5391 1.4759
C -6.1679 -3.2089 0.9896
C 0.2211 -4.4916 -3.9313
C 1.2674 0.0236 4.4094
C 1.4108 6.7527 0.7581
C 2.1414 -2.9834 -0.4202
C 2.9395 -4.0999 0.3584
C 2.4773 -0.4348 5.1147
H 1.7205 1.1115 8.1818
H 1.4396 -2.0883 -6.2725
H -0.3684 -4.7365 -4.8024
H 3.0151 -5.0427 -0.2234
H -5.5117 0.4853 -0.0855
H -3.6232 -1.0980 0.1561
H 2.5578 -1.4189 -5.0360
H 3.3769 5.3813 -5.4652
H -8.2384 -2.6768 0.9303
H 2.8700 -1.0735 3.1075
H 1.7267 7.7718 0.5509
H 0.1819 4.6812 3.0892
H -4.2382 -4.7254 1.3123
H -1.1993 5.4529 -3.5695
H 1.5054 6.8712 2.8678
H 1.6070 6.2674 -1.3969
H -7.9047 -0.2604 0.4026
H -2.4985 -1.5449 2.4059
H 2.9370 -3.7668 2.4072
H -1.4598 -1.8156 -5.0213
H -0.2231 1.5045 4.4789
H 0.9972 -5.2481 -3.8073
H 0.1388 3.2332 1.1767
H 1.0277 -2.8984 -0.1022
H -0.7194 -1.3855 4.0163
H -0.4947 -0.6498 -3.9837
H -1.3307 -2.0309 -3.2796
H 4.0027 -3.8312 0.4013
H 1.6890 2.6573 -1.9684
H -6.3293 -4.1932 1.3766
H 2.8181 4.2344 -3.2839
H 3.4703 -0.2693 7.1692
H 2.5368 -2.0810 0.0975
H 2.4641 -5.3583 2.0474
H 0.6901 0.2368 2.4106
H 1.3916 5.9861 -7.0367
H -0.4097 -4.4913 -3.0625
H -0.2521 1.9312 6.7620
H 2.7855 -3.1092 -5.3932
H -0.9031 6.1022 -5.9916

Calculated values
- net charge = +2
- spin multiplicity = 6
- ⟨S²⟩ = 8.931

Entry 3:
This record from OMol25 describes C34H40F10N3Ti as an isolated structure at a distorted geometry. The level of theory is ωB97M-V/def2-TZVPD.

Geometry (Å):
Ti -0.4178 -0.1500 0.4861
F -1.7184 -5.0504 4.7750
F 0.9540 -2.0667 0.9244
F 3.5828 1.0415 3.3165
F -1.0734 -3.1132 -0.2107
F 2.7042 -4.0178 1.5354
F 4.9156 -3.4404 3.0743
F 5.2648 -0.8785 3.9178
F -1.0541 -5.7155 0.1795
F -1.6837 -2.4662 4.4550
F -1.3944 -6.7641 2.6820
N -1.4120 1.6246 1.6994
N -1.5416 -1.2368 1.7802
N 1.1004 0.3766 1.7443
C 0.3025 1.6139 -1.5734
C 4.1900 -1.1938 3.1927
C -1.9177 2.8709 1.1112
C 0.8547 0.2904 -1.6819
C -0.4035 1.9820 2.7423
C -1.2892 -3.5477 1.0412
C 3.3748 0.5175 -1.2698
C 1.7220 3.5895 -0.6476
C 2.1163 -0.4511 2.1379
C -1.0982 1.4387 -1.4722
C 0.8820 3.0315 -1.8045
C -2.1842 -0.4324 2.8298
C -1.2541 -4.9109 1.2250
C 2.4716 -0.1050 -3.5617
C -1.4987 -2.6081 2.0627
C -1.4710 0.0922 -1.5776
C -0.2474 -0.6209 -1.6886
C 2.0236 -1.7803 1.7200
C -1.4233 -5.4457 2.4855
C -1.5959 -4.5740 3.5335
C 3.2756 -0.1979 2.8837
C -2.8470 -0.3326 -2.0885
C -0.2565 4.0349 -2.0609
C 2.2653 -0.2131 -2.0387
C -2.8334 -0.1132 -3.6092
C 2.9125 -2.7863 1.9994
C 1.7347 3.0935 -3.0819
C -3.9515 0.5341 -1.4764
C -3.1847 -1.7940 -1.8124
C -1.6116 -3.2028 3.3295
C -2.5692 0.9150 2.2925
C 4.0253 -2.4949 2.7652
C 1.0121 1.7394 2.2654
C 2.4362 -1.7110 -1.7406
H 1.6866 -0.6633 -4.0792
H -3.0262 1.5212 3.0848
H -0.9280 4.1521 -1.2114
H -2.3554 3.4986 1.8946
H 2.2973 -1.9494 -0.6934
H 2.6908 2.5914 -2.9757
H -0.5786 1.3803 3.6300
H -3.2749 -1.9793 -0.7422
H -1.5369 -0.3146 3.6973
H -2.6838 2.6539 0.3710
H -4.1413 -2.0361 -2.2829
H 4.3382 0.0353 -1.4549
H -2.0615 -0.7284 -4.0782
H -3.0963 -0.9141 3.1890
H -3.8335 1.5922 -1.7262
H 2.4613 0.9111 -3.9381
H 3.4536 -1.9991 -2.0135
H -3.3047 0.7857 1.5002
H 1.6707 1.9214 3.1093
H 1.2738 2.4518 1.4897
H 3.4740 1.5613 -1.5588
H 3.1786 0.4810 -0.1955
H 1.9455 4.1410 -3.3102
H -0.1680 -1.6620 -1.9580
H -0.8494 3.7497 -2.9336
H -1.1038 3.4133 0.6402
H 1.7581 -2.3306 -2.3295
H 0.1834 5.0140 -2.2608
H -4.9257 0.2163 -1.8549
H 2.4693 2.8793 -0.2977
H 1.2008 2.6638 -3.9320
H -2.6262 0.9327 -3.8503
H 1.0911 3.8747 0.1954
H 2.2426 4.4931 -0.9778
H -1.8158 2.2395 -1.4887
H -3.9667 0.4288 -0.3905
H -3.8009 -0.3831 -4.0441
H -2.4321 -2.4715 -2.2190
H -0.5290 3.0296 3.0314
H 3.4340 -0.5527 -3.8268

Calculated values
- spin multiplicity = 2
- ⟨S²⟩ = 0.754

Sequential relative energy (zero: lowest compared OMol25 entry of this formula, charge and spin) output: 35.7, 269.3, 17.0 kJ/mol